# 1
{"formula": "C16H34AsF6O13", "method": "wB97M-V/def2-TZVPD", "symbols": ["As", "F", "F", "F", "F", "F", "F", "C", "O", "H", "H", "H", "H", "C", "O", "H", "H", "H", "H", "C", "O", "H", "H", "H", "H", "C", "O", "H", "H", "H", "H", "C", "C", "C", "O", "C", "O", "O", "H", "H", "H", "H", "H", "H", "C", "C", "C", "O", "C", "O", "O", "H", "H", "H", "H", "H", "H", "C", "C", "C", "O", "C", "O", "O", "H", "H", "H", "H", "H", "H"], "coordinates": [[0.033620, 1.188033, -0.119441], [0.871281, 1.449974, -1.721720], [1.300170, 2.361398, 0.470795], [-0.808056, 0.842416, 1.465946], [-1.022976, -0.112175, -0.742863], [1.315251, -0.080523, 0.368972], [-1.153979, 2.465573, -0.654442], [-3.911635, -2.504344, -0.841908], [-3.773418, -1.504905, -1.876374], [-4.167355, -3.471261, -1.275241], [-2.923482, -2.656589, -0.407778], [-4.606316, -2.267253, -0.036110], [-3.513347, -0.656623, -1.509797], [-3.685230, 3.832270, 1.259594], [-4.029802, 3.518862, -0.111118], [-2.775613, 3.274888, 1.483265], [-3.411532, 4.868833, 1.456414], [-4.488534, 3.406545, 1.860902], [-3.294166, 3.251331, -0.666884], [3.254279, -0.880154, -2.027031], [2.101218, -1.499455, -1.425842], [3.906951, -0.420390, -1.284917], [3.900213, -1.482905, -2.665442], [2.733435, -0.103537, -2.587119], [1.768191, -1.019425, -0.664086], [-0.385696, 3.260792, 3.843409], [0.933614, 3.377474, 3.270202], [-0.298925, 3.325023, 4.928051], [-0.883761, 4.110158, 3.375852], [-0.879127, 2.339762, 3.533026], [0.801973, 3.000343, 2.397254], [2.863269, 2.759776, -4.413491], [2.791480, 3.995325, -3.538718], [3.934487, 4.230511, -2.506010], [4.787587, 5.218924, -3.032889], [4.289177, 5.670611, -4.170745], [4.814399, 6.573876, -4.808841], [3.160956, 5.038468, -4.478902], [2.550627, 1.962024, -3.739731], [3.864741, 2.650526, -4.829683], [2.309213, 2.885811, -5.343671], [1.806990, 3.869578, -3.088087], [4.332701, 3.232806, -2.321306], [3.610149, 4.560428, -1.519068], [-2.465213, -2.234116, 2.345453], [-1.180337, -2.080746, 3.126904], [-0.839796, -0.721432, 3.609710], [-0.444540, -0.890483, 4.952584], [-0.441593, -2.110176, 5.306442], [-0.148566, -2.488916, 6.457264], [-1.190541, -2.824523, 4.375635], [-2.427741, -1.666582, 1.415617], [-3.334893, -1.813576, 2.850328], [-2.798700, -3.220854, 2.024137], [-0.376227, -2.487869, 2.513911], [-1.689980, -0.051628, 3.480681], [0.055597, -0.306571, 3.146830], [1.571906, -4.955505, -0.229031], [0.116755, -4.298223, -0.105416], [-0.593601, -3.865776, -1.373016], [-1.711697, -4.742014, -1.423210], [-1.738260, -5.511480, -0.337281], [-2.616405, -6.380905, -0.164405], [-0.747945, -5.230837, 0.414545], [2.324642, -4.264956, -0.609341], [1.507504, -5.880823, -0.801519], [1.884339, -5.342435, 0.740897], [0.253416, -3.532111, 0.657792], [0.045557, -4.087194, -2.227742], [-1.036704, -2.873067, -1.452197]], "forces_ev_per_a": [[0.6, 0.4, -0.9], [0.4, -0.3, -1.1], [0.6, 1.5, 1.2], [-0.8, 0.3, 1.6], [-0.9, -1.3, -0.9], [0.4, -0.8, 0.9], [-1.1, 1.0, -0.1], [1.1, 0.5, -0.5], [-0.9, -1.1, 0.2], [-0.3, 0.3, -0.3], [-0.1, 0.0, 0.3], [-0.2, 0.3, -0.1], [0.4, 0.0, 0.4], [1.1, -1.6, -1.4], [-1.0, 0.9, 0.5], [0.1, -0.2, 0.3], [-0.6, 0.3, -0.2], [0.0, 0.6, 0.2], [0.8, -0.1, 0.6], [-2.0, 1.1, 0.8], [1.8, -2.8, -1.8], [0.0, 0.1, 0.2], [-0.6, -0.7, 0.0], [1.0, 0.5, -0.5], [0.0, 1.0, 0.6], [1.0, 0.6, -0.9], [-0.5, -0.6, 0.8], [-0.2, 0.1, -0.1], [-0.9, 0.1, 0.7], [0.0, -0.1, 0.1], [0.7, -0.2, -0.8], [1.0, -0.1, 0.5], [1.8, -0.4, -0.8], [-1.7, -1.6, 1.1], [0.8, -0.7, 0.3], [0.5, 1.8, -1.1], [-1.0, -1.6, 0.7], [-1.4, 1.5, -0.6], [-0.1, -0.6, -0.7], [0.4, -0.4, 0.5], [-0.8, -0.1, 0.5], [-0.3, 1.7, 0.0], [1.1, 0.2, -0.2], [-0.4, 0.2, -0.2], [-1.0, 0.5, -0.2], [-0.1, -1.7, -0.5], [0.7, 1.6, -1.1], [0.9, 2.5, 0.4], [-2.4, -2.8, 3.6], [-0.2, 0.2, -3.5], [1.2, -0.7, 0.6], [0.5, 0.3, 0.1], [0.1, 0.1, 0.5], [0.7, -0.4, 0.4], [0.2, 0.0, 0.0], [0.2, 0.2, 0.5], [-0.6, 0.1, -0.5], [-1.5, -0.1, 0.0], [3.3, 1.1, 0.3], [0.3, 0.3, -0.9], [-0.6, -0.6, -0.6], [-4.1, -2.6, -1.7], [2.4, 2.2, 0.0], [0.5, -1.7, 3.3], [-0.3, 0.1, -0.1], [0.0, 0.2, -0.6], [-0.1, 0.5, 0.3], [-0.3, 0.4, -0.3], [-0.1, 0.3, -0.1], [0.8, 0.3, 0.3]], "s2": 0.7523, "e_above_lowest_ev": 0.400, "spin_multiplicity": 2, "orbital_gap_ev": [3.75, 8.94], "charge": -2}

# 2
{"formula": "C16H34BF5O11Si2", "method": "wB97M-V/def2-TZVPD", "symbols": ["C", "C", "B", "O", "Si", "O", "Si", "C", "F", "F", "C", "F", "F", "F", "H", "H", "H", "H", "H", "H", "H", "H", "H", "H", "C", "C", "O", "C", "O", "O", "C", "H", "H", "H", "H", "H", "H", "H", "H", "C", "C", "O", "C", "O", "O", "C", "H", "H", "H", "H", "H", "H", "H", "H", "C", "C", "O", "C", "O", "O", "C", "H", "H", "H", "H", "H", "H", "H", "H"], "coordinates": [[10.183922, -2.585001, -2.023746], [9.241144, -2.057722, -3.114086], [8.830836, -0.562692, -2.900039], [9.021499, 0.344870, -3.935798], [8.089144, 0.207198, -1.194436], [6.849574, -0.739516, -0.552610], [5.290674, -0.263582, -0.703040], [4.705094, -0.663822, -2.503648], [5.683334, -0.424781, -3.421716], [3.641031, 0.122183, -2.819830], [4.251792, -2.112233, -2.730485], [5.259218, -2.967398, -2.477060], [3.226675, -2.399007, -1.906054], [3.837778, -2.286865, -4.005952], [9.719726, -2.596601, -1.048537], [11.075223, -1.975879, -1.996311], [10.474113, -3.594937, -2.266593], [8.370441, -2.701431, -3.191384], [9.756670, -2.130096, -4.065372], [8.335299, 0.220946, -4.592555], [7.525271, 1.553932, -1.466697], [9.157007, 0.386711, -0.181183], [5.060797, 1.161973, -0.430229], [4.454983, -1.065505, 0.205580], [-0.051665, -1.997912, 0.097359], [1.254116, -2.253589, 0.816291], [1.416008, -1.372571, 1.940824], [0.763368, -1.729340, 3.041491], [0.098609, -2.718412, 3.186430], [0.991464, -0.804228, 3.972373], [0.333042, -1.048344, 5.217539], [-0.132653, -0.945878, -0.179868], [-0.112812, -2.601614, -0.807390], [-0.903696, -2.243334, 0.730112], [2.094620, -2.038990, 0.166431], [1.336163, -3.289321, 1.142246], [0.560017, -2.044645, 5.587946], [-0.743456, -0.932377, 5.105478], [0.711239, -0.303235, 5.910080], [-5.714105, -0.991157, -3.403987], [-5.957155, -1.594899, -2.038245], [-4.765633, -1.581071, -1.235197], [-4.490847, -0.425507, -0.647243], [-5.149981, 0.579929, -0.710596], [-3.357462, -0.561292, 0.031341], [-2.912887, 0.628429, 0.690287], [-4.877881, -1.488313, -3.895883], [-6.601453, -1.101533, -4.026232], [-5.478902, 0.069326, -3.325627], [-6.224570, -2.645545, -2.123980], [-6.760000, -1.082606, -1.510767], [-3.699052, 1.044848, 1.315403], [-2.588848, 1.366723, -0.041241], [-2.070735, 0.333541, 1.308724], [-7.991627, 3.793792, 4.717695], [-8.001973, 5.015126, 3.824281], [-6.911097, 4.998870, 2.894126], [-7.097288, 4.236444, 1.816764], [-8.091028, 3.612166, 1.559060], [-6.004288, 4.308064, 1.069456], [-6.043243, 3.505582, -0.122260], [-7.026204, 3.695449, 5.214748], [-8.768926, 3.875741, 5.477019], [-8.169047, 2.888149, 4.139549], [-7.858851, 5.920736, 4.410154], [-8.943140, 5.105613, 3.284310], [-6.931595, 3.729032, -0.708871], [-6.010172, 2.449968, 0.124640], [-5.157621, 3.767446, -0.692989]], "forces_ev_per_a": [[-0.3, 0.0, -0.4], [0.2, 0.1, 0.1], [0.2, -0.2, -0.4], [-0.4, 0.1, 0.6], [0.5, 0.1, 0.2], [0.0, 0.6, -0.3], [-0.1, -0.5, 0.7], [-0.2, -0.2, 0.3], [0.3, 0.2, -0.2], [-0.1, 0.1, -0.1], [-0.2, -0.2, -0.4], [-0.4, 0.3, -0.1], [0.3, 0.0, -0.4], [0.3, -0.1, 0.8], [-0.1, 0.1, 0.4], [0.3, 0.1, 0.2], [0.2, -0.4, 0.0], [-0.4, -0.2, 0.1], [0.1, 0.0, -0.4], [0.1, 0.0, -0.7], [-0.1, 0.0, 0.0], [-0.1, -0.1, 0.1], [0.1, 0.1, -0.2], [0.0, 0.0, -0.1], [-0.1, 0.1, 0.2], [-0.1, -0.2, -0.3], [0.1, 0.1, -0.1], [0.2, 0.1, 0.0], [-0.2, -0.2, 0.0], [0.0, 0.1, 0.1], [0.0, 0.1, 0.1], [0.1, 0.0, -0.1], [0.0, 0.0, 0.0], [0.0, -0.1, 0.0], [0.1, 0.1, 0.0], [-0.1, 0.0, 0.1], [0.0, -0.1, 0.0], [0.0, -0.1, 0.0], [0.0, 0.1, -0.1], [0.2, 0.1, 0.0], [-0.3, -0.1, -0.2], [0.0, -0.1, 0.0], [0.1, -0.1, 0.0], [-0.1, 0.1, -0.1], [0.2, 0.0, 0.1], [0.1, 0.0, 0.1], [0.0, -0.1, 0.0], [0.0, 0.0, 0.0], [-0.1, 0.0, 0.0], [0.1, 0.0, 0.1], [0.1, 0.1, 0.0], [-0.1, 0.0, 0.0], [-0.1, 0.0, 0.0], [0.0, -0.1, 0.0], [0.1, -0.1, -0.1], [-0.2, 0.0, 0.3], [0.1, 0.1, 0.1], [0.1, 0.2, 0.0], [-0.2, -0.2, 0.0], [0.2, 0.0, -0.2], [0.0, 0.0, -0.1], [0.0, 0.0, 0.1], [0.0, 0.0, 0.0], [-0.1, 0.0, 0.0], [0.1, 0.0, 0.0], [0.0, -0.1, -0.1], [-0.1, 0.0, 0.1], [-0.1, 0.0, 0.0], [0.1, 0.1, 0.1]], "orbital_gap_ev": 9.68}